[1]
DFT (ωB97M-V/def2-TZVPD) results for a structure of composition C5H11N3O.

The geometry in ORCA input format:
```
! RIJCOSX wB97M-V def2-TZVPD def2/J DEFGRID3
* xyz 0 1
C 2.88708 -0.20573 -0.01898
C 1.70724 -0.36032 -0.81622
C -1.42459 -1.59234 0.91416
C -0.43453 0.81271 0.05696
C 0.14937 1.96456 0.84133
H 2.56115 -0.47972 1.30722
H 3.92884 -0.92356 -0.58209
H 3.69777 0.98246 0.25384
H 1.76653 0.40022 -1.64871
H 1.53400 -1.33055 -1.38179
H -2.24002 -0.69232 1.03791
H -1.53268 -2.56961 1.43417
H -0.72859 2.50281 1.43578
H 1.10686 1.76735 1.72046
H 0.68204 2.53068 -0.07849
H -1.55129 -0.76145 -0.97222
N 0.39334 -0.33999 -0.03918
N -0.17695 -1.50967 0.40827
N -1.62053 1.03929 -0.35354
O -2.08788 0.06662 -1.06230
*
```

Computed properties:
Largest force on an atom in hartree/bohr: 0.17005
Energy in eV: -11871.896
HOMO in eV: -8.935
LUMO in eV: 0.7

---

[2]
DFT (ωB97M-V/def2-TZVPD) results for the molecule C5H11N3O3.

The geometry in ORCA input format:
```
! RIJCOSX wB97M-V def2-TZVPD def2/J DEFGRID3
* xyz 0 1
C 0.26352 2.40416 -0.73695
C -1.08436 2.27296 -0.82587
C 2.73615 0.21070 0.67074
C -2.84026 0.06613 1.26417
C 0.42470 -1.77848 -1.42466
N 0.97208 1.27764 -0.39045
N -1.51568 1.03913 -0.33346
N -0.53864 0.09000 -0.32327
O 1.85277 1.29590 0.69846
O -2.11341 1.21527 0.91563
O -0.36393 -0.59306 -1.56663
H 0.81626 3.35754 -0.90062
H -1.85313 2.82409 -1.18518
H 2.28430 -0.70461 0.20473
H 3.04399 -0.04451 1.79730
H 3.59764 0.33286 0.00968
H -3.29424 0.26825 2.19607
H -2.23485 -0.80616 1.32374
H -3.67186 0.00535 0.55550
H -0.07759 -2.49821 -2.14800
H 0.49634 -2.02359 -0.31392
H 1.45996 -1.59688 -1.84786
*
```

Computed properties:
Largest force on an atom in hartree/bohr: 0.06594
Energy in eV: -15966.608
HOMO in eV: -8.355
LUMO in eV: 1.0